The following is a DFT calculation (ωB97M-V/def2-TZVPD) of a molecular structure, C5H10O2.

Structure (XYZ):
```
17
Properties=species:S:1:pos:R:3:lowdin_charge:R:1
C -2.21 -0.56 0.36 -0.06
C -1.72 0.80 -0.06 -0.31
O -1.00 1.49 0.62 -0.01
C 0.94 -1.46 -0.35 -0.17
C 1.77 -0.47 -0.70 -0.06
C 1.84 -0.14 0.76 -0.16
O 0.93 -1.26 1.01 -0.09
H -3.25 -0.48 0.70 0.09
H -2.21 -1.24 -0.50 0.08
H -1.58 -0.95 1.16 0.07
H -2.08 1.16 -1.04 0.12
H 0.65 2.43 -0.72 0.03
H 0.36 -2.26 -0.81 0.12
H 2.19 -0.07 -1.61 0.09
H 1.23 2.52 -1.17 0.05
H 1.37 0.79 1.09 0.10
H 2.79 -0.31 1.27 0.12
```

Properties
relative energy (zero: lowest compared OMol25 entry of this formula, charge and spin): 102.0 kcal per mole
largest force on an atom: 0.01104 Eh/bohr
electronic energy: -346.86282 Eh
HOMO energy: -0.328 Eh

The following is a DFT calculation (ωB97M-V/def2-TZVPD) of C3H7BO2 in the gas phase in a non-equilibrium geometry.

Structure (XYZ):
```
13
Properties=species:S:1:pos:R:3:lowdin_charge:R:1
B 1.33 0.38 0.32 -0.01
C -1.84 -0.18 -0.44 -0.38
C -1.07 1.19 0.25 -0.13
C 2.31 -0.79 0.10 0.05
O -1.49 -1.28 0.25 -0.31
O 0.25 0.98 0.31 0.16
H -2.87 -0.02 -0.31 0.07
H -1.43 -0.25 -1.49 0.10
H -1.24 1.86 -0.51 0.08
H -1.57 1.41 1.23 0.15
H 2.12 -1.10 -0.93 0.10
H 2.18 -1.58 0.74 0.05
H 3.33 -0.61 0.47 0.08
```

Properties
relative energy (zero: lowest compared OMol25 entry of this formula, charge and spin): 136.8 kcal per mole
largest force on an atom: 0.09615 Eh/bohr
electronic energy: -293.68827 Eh
HOMO energy (spin up / spin down): -0.245 / -0.245 Eh

The following is a DFT calculation (ωB97M-V/def2-TZVPD) of a gas-phase ion, H2O4PS (charge -1) in a non-equilibrium geometry.

Structure (XYZ):
```
8
Properties=species:S:1:pos:R:3:lowdin_charge:R:1
O -1.84 -1.28 0.83 -0.55
P -0.74 -0.80 -0.07 0.62
S 0.77 0.89 0.19 0.27
O 1.49 0.63 1.42 -0.41
O -0.04 2.13 0.15 -0.43
O 1.52 0.65 -1.06 -0.45
H -1.18 -0.23 -1.25 -0.03
H 0.01 -1.99 -0.22 -0.01
```

Properties
relative energy (zero: lowest compared OMol25 entry of this formula, charge and spin): 3.9 kcal per mole
largest force on an atom: 0.03469 Eh/bohr
total charge: -1
electronic energy: -1041.77844 Eh
SMILES: O=[PH2]S(=O)(=O)[O-]
HOMO energy: -0.194 Eh

The following is a DFT calculation (ωB97M-V/def2-TZVPD) of 2 unconnected molecules or ions with the total composition C4H10NO in a non-equilibrium geometry.

Structure (XYZ):
```
16
Properties=species:S:1:pos:R:3:lowdin_charge:R:1
C 0.22 -0.82 -1.48 0.04
C 0.51 0.20 -2.40 -0.02
C -1.18 -0.24 1.87 -0.17
C 0.81 1.00 1.63 -0.12
N 0.01 -0.09 1.22 -0.05
O -0.24 -1.98 -1.72 0.20
H 0.43 1.32 -2.19 0.15
H 1.53 0.21 -2.64 0.10
H 0.12 0.02 -3.43 0.13
H -1.20 -0.94 2.66 0.08
H -1.87 -0.54 1.06 0.09
H -1.69 0.63 2.46 0.13
H 0.19 1.71 2.04 0.06
H 1.54 1.33 0.96 0.06
H 1.42 0.63 2.48 0.13
H -0.61 -2.45 -2.51 0.19
```

Properties
relative energy (zero: lowest compared OMol25 entry of this formula, charge and spin): 162.9 kcal per mole
largest force on an atom: 0.07517 Eh/bohr
total charge: +1
electronic energy: -287.90349 Eh
HOMO energy (spin up / spin down): -0.471 / -0.495 Eh

The following is a DFT calculation (ωB97M-V/def2-TZVPD) of a gas-phase ion, C8H16N3 (charge +1) in a non-equilibrium geometry.

Structure (XYZ):
```
27
Properties=species:S:1:pos:R:3:lowdin_charge:R:1
C 0.59 -2.44 1.64 -0.06
C 1.00 -1.07 1.04 -0.12
C 2.27 -0.64 1.40 -0.30
N 3.33 -0.29 1.67 0.18
C 0.07 0.06 0.21 -0.16
N -1.22 -0.20 -0.06 -0.12
C -2.08 -1.19 0.67 -0.01
C -1.84 0.29 -1.31 -0.02
N 0.86 1.10 -0.33 -0.11
C 1.24 0.87 -1.79 0.04
C 0.43 2.62 0.03 0.12
H 1.48 -3.17 1.65 0.13
H 0.46 -2.17 2.68 0.08
H -0.19 -2.92 1.11 0.04
H -1.95 -1.28 1.75 0.10
H -3.13 -0.90 0.58 0.10
H -2.00 -2.20 0.33 0.08
H -2.77 0.77 -1.07 0.10
H -1.13 0.91 -1.89 0.07
H -2.08 -0.48 -2.07 0.12
H 1.74 0.86 0.09 0.11
H 0.64 1.55 -2.36 0.08
H 2.22 1.25 -1.96 0.11
H 0.95 -0.17 -2.03 0.14
H -0.37 2.80 -0.68 0.09
H 0.30 2.77 1.09 0.11
H 1.19 3.26 -0.39 0.10
```

Properties
relative energy (zero: lowest compared OMol25 entry of this formula, charge and spin): 102.1 kcal per mole
largest force on an atom: 0.17187 Eh/bohr
total charge: +1
electronic energy: -478.29243 Eh
SMILES: C/C(C#N)=C(\N(C)C)[NH+](C)C
HOMO energy (spin up / spin down): -0.423 / -0.423 Eh

The following is a DFT calculation (ωB97M-V/def2-TZVPD) of a molecular structure, C20H23ClIrOPS in a non-equilibrium geometry.

Structure (XYZ):
```
48
Properties=species:S:1:pos:R:3:lowdin_spin:R:1
Ir -0.92 -0.74 1.12 2.48
Cl -2.57 -1.63 -0.37 0.60
P -0.42 0.44 -0.56 0.11
C 1.16 -0.47 -0.86 0.12
C 2.41 0.08 -0.56 0.04
C 3.54 -0.74 -0.68 0.02
C 3.41 -2.06 -1.10 0.09
C 2.16 -2.59 -1.43 -0.01
C 1.03 -1.79 -1.32 0.08
C -1.06 0.74 -2.24 0.01
C -2.34 1.31 -2.37 0.00
C -2.88 1.51 -3.64 0.00
C -2.13 1.21 -4.78 0.00
C -0.83 0.71 -4.66 0.00
C -0.30 0.47 -3.39 0.01
C -0.07 2.08 0.10 0.06
C -0.65 2.44 1.32 0.04
C -0.39 3.70 1.88 0.00
C 0.45 4.59 1.21 0.01
C 1.02 4.24 -0.02 0.01
C 0.74 2.99 -0.59 0.01
H -2.89 1.59 -1.49 0.00
H -3.89 1.90 -3.74 0.00
H -2.56 1.36 -5.78 0.00
H -0.23 0.50 -5.54 0.00
H 0.71 0.09 -3.29 0.00
H 2.49 1.11 -0.22 0.00
H 4.52 -0.33 -0.44 0.00
H 4.29 -2.70 -1.17 0.00
H 2.06 -3.62 -1.77 0.00
H 0.03 -2.19 -1.52 0.00
H -1.27 1.69 1.85 0.02
H -0.84 3.98 2.83 0.00
H 0.66 5.56 1.65 0.00
H 1.67 4.94 -0.55 0.00
H 1.17 2.71 -1.56 0.00
H 4.22 0.18 2.78 0.00
H 3.86 0.81 3.04 0.00
C -2.05 -4.22 2.81 0.01
S -0.70 -3.08 3.22 0.04
C -1.10 -2.95 4.97 0.00
O -1.15 -1.62 2.71 0.24
H -1.68 -5.20 3.13 0.00
H -2.22 -4.20 1.74 0.00
H -2.96 -3.95 3.37 0.00
H -0.72 -3.87 5.45 0.00
H -0.60 -2.07 5.37 0.00
H -2.19 -2.88 5.08 0.00
```

Properties
relative energy (zero: lowest compared OMol25 entry of this formula, charge and spin): 0.0 kcal per mole
multiplicity: 5
expectation value of S²: 6.027
largest force on an atom: 0.14354 Eh/bohr
total charge: +2
electronic energy: -2154.43487 Eh
HOMO energy (spin up / spin down): -0.536 / -0.538 Eh